7
Properties=species:S:1:pos:R:3:forces:R:3 method="wB97M-V/def2-TZVPD" energy_ha=-392.73994 orbital_gap_ev="11.8 / 9.1" lumo_ev="-26.6 / -25.5" total_charge=+4 max_force_ev_per_a=3.52 e_above_lowest_kcal_mol=0.0 multiplicity=2 s2=1.752
Al -0.395651 -0.481804 -1.105700 -0.50 -0.54 -1.32
O -2.466481 0.905886 0.525660 1.16 -1.24 -1.00
H -3.123801 1.503616 0.169450 -2.53 1.87 -1.39
H -2.449101 1.099266 1.462960 -0.04 0.35 3.36
O 2.457149 -0.908184 -0.480040 -1.83 0.40 -0.59
H 3.248079 -0.369474 -0.458920 2.77 2.16 -0.18
H 2.729809 -1.749304 -0.113410 0.98 -3.01 1.14

***

12
Properties=species:S:1:pos:R:3:forces:R:3 method="wB97M-V/def2-TZVPD" energy_ha=-360.53807 smiles="CC(O)=C=NC=O" orbital_gap_ev=8.5 lumo_ev=0.0 max_force_ev_per_a=1.09 e_above_lowest_kcal_mol=82.4 multiplicity=1
C 1.618297 -0.286338 -0.992999 -0.10 -0.01 -0.02
C 0.172058 -0.555838 -0.727104 -0.49 0.50 -0.33
O -0.764809 -0.852834 -1.763834 0.28 -0.72 -0.77
C -0.658145 -0.039596 0.133074 0.20 0.22 0.54
N -1.557426 0.392704 0.851131 0.68 0.10 -0.04
C -1.247663 0.816574 2.117821 0.39 0.09 0.52
O -0.104401 0.816443 2.538608 -0.64 0.13 0.17
H 2.120980 0.015781 -0.068006 -0.20 -0.06 -0.13
H 2.161868 -1.138927 -1.412967 -0.29 0.02 0.10
H 1.685086 0.545552 -1.703041 0.10 -0.11 0.03
H -1.258364 -1.639153 -1.501266 0.16 -0.12 -0.23
H -2.103694 1.195391 2.675268 -0.09 -0.03 0.15

***

30
Properties=species:S:1:pos:R:3:forces:R:3 method="wB97M-V/def2-TZVPD" energy_ha=-596.43233 smiles="CCC(=O)O[C@@H]1C[C@@H]2CCC[C@H]1N2" orbital_gap_ev=10.2 lumo_ev=0.8 max_force_ev_per_a=2.95 e_above_lowest_kcal_mol=43.6 multiplicity=1
C -4.510561 0.131030 0.424041 -0.97 0.23 -0.42
C -3.178356 0.749521 -0.149683 -1.21 -0.79 1.26
C -2.079794 -0.292882 -0.150400 -0.62 -1.89 -1.50
O -2.209050 -1.526049 -0.228935 -0.14 2.80 0.76
O -0.913386 0.316376 -0.346602 1.16 -0.89 -0.06
C 0.146905 -0.653093 -0.638549 -0.39 -0.51 0.68
C 0.692589 -1.342421 0.670503 0.36 -0.20 -0.80
C 2.231261 -1.168575 0.472449 -0.32 0.67 0.65
C 2.669682 0.121669 1.260448 -0.68 -0.24 -1.57
C 1.992342 1.470255 0.639295 0.63 -0.96 0.93
C 1.787989 1.353701 -0.880158 1.49 -1.14 -0.46
C 1.332822 -0.018657 -1.303923 0.60 -0.21 -1.39
N 2.452791 -0.966404 -0.970257 -1.08 1.23 -0.23
H -4.727252 -0.876668 -0.152552 0.34 2.01 1.51
H -4.463346 -0.019960 1.616029 -0.17 0.26 -2.93
H -5.347013 0.915625 0.128242 1.42 -1.80 0.97
H -2.896092 1.601722 0.504347 0.06 -0.37 -0.74
H -3.307062 1.076555 -1.212062 0.12 -0.16 0.92
H -0.256629 -1.391066 -1.349240 -0.06 0.19 0.52
H 0.380051 -0.682938 1.530545 -0.10 -1.41 -0.57
H 0.445790 -2.454611 0.677929 -0.22 1.68 0.49
H 2.876430 -2.032032 0.695048 -0.49 0.23 0.66
H 2.407028 0.038268 2.331327 0.36 -0.03 -0.52
H 3.751427 0.082831 1.081337 -0.09 0.82 0.47
H 0.940201 1.674157 1.059553 1.73 -0.36 -0.22
H 2.723544 2.250946 0.978545 -1.08 -0.21 -0.58
H 1.051737 2.004713 -1.242689 -0.94 1.46 -0.28
H 2.650712 1.375051 -1.612069 -0.22 0.94 1.50
H 1.155628 0.096361 -2.427983 0.33 -0.66 1.34
H 2.199617 -1.833432 -1.404545 0.17 -0.68 -0.39

***

147
Properties=species:S:1:pos:R:3:forces:R:3 method="wB97M-V/def2-TZVPD" energy_ha=-2753.22709 smiles=COCCNCCOC.COCCNCCOC.COCCNCCOC.COCCNCCOC.COCCNCCOC.CO.CO.CO.CO.O orbital_gap_ev=9.1 lumo_ev=0.6 max_force_ev_per_a=2.51 multiplicity=1
C -24.705538 5.426465 10.018717 -0.19 -0.70 -0.27
O -25.502830 5.229309 11.192873 -0.14 0.36 -0.73
C -24.821739 4.424389 12.135658 0.34 -0.09 0.39
C -25.652680 4.284299 13.394258 -0.35 0.36 0.06
N -25.686104 5.513940 14.193464 -0.67 -0.98 1.14
C -26.636061 5.382099 15.351055 -0.94 1.82 -0.57
C -28.119375 5.236539 14.945476 0.31 -0.50 -0.05
O -28.498819 6.228137 14.008598 0.38 -0.16 -0.30
C -29.904106 6.383318 13.931523 0.40 0.57 0.93
H -24.398610 4.461516 9.615284 0.22 -0.18 0.19
H -23.803571 6.013266 10.192524 0.04 0.13 0.32
H -25.254325 5.885422 9.196348 -0.42 0.37 0.50
H -23.860808 4.906242 12.315968 0.26 -0.10 0.38
H -24.629986 3.421967 11.752931 0.03 -0.09 -0.35
H -25.359398 3.461556 14.046323 0.50 -0.05 -0.20
H -26.650884 4.020525 13.044812 -0.35 -0.14 -0.14
H -26.101728 6.195545 13.574782 -0.04 0.50 0.09
H -26.646754 6.320921 15.904765 0.42 0.50 -0.29
H -26.416672 4.720994 16.189440 0.53 -0.84 -0.73
H -28.772670 5.321298 15.813885 0.11 -0.01 0.41
H -28.294209 4.248322 14.520110 -0.18 -0.22 -0.18
H -30.218574 6.937783 14.815708 -0.20 0.29 0.21
H -30.439098 5.438397 14.026418 -0.01 -0.20 -0.76
H -30.127844 7.011370 13.069198 -0.15 -0.51 -0.18
C -31.114209 8.315212 5.142558 -0.58 0.73 0.97
O -30.522514 7.805856 6.315725 0.62 -0.88 0.38
C -29.590409 6.746655 6.040514 0.58 -0.31 1.42
C -29.161503 6.066465 7.408460 -1.49 1.35 -0.96
N -28.490670 7.019658 8.252783 1.13 0.21 0.01
C -28.409643 6.484938 9.615204 -0.15 1.63 -0.58
C -28.093616 7.588580 10.614215 -0.56 -1.26 -0.43
O -29.215709 8.466075 10.708434 0.52 0.48 0.52
C -28.996557 9.402933 11.758561 0.00 0.04 0.78
H -30.555228 9.140664 4.701790 0.90 -0.69 -0.76
H -31.962429 8.921561 5.460314 -0.59 -0.60 0.21
H -31.428338 7.468099 4.532796 0.05 0.46 -0.60
H -28.717670 7.184881 5.556382 0.25 -0.13 -0.17
H -30.016553 5.982296 5.390714 -0.24 0.07 -0.02
H -28.592973 5.137342 7.368298 0.12 0.11 -0.61
H -30.091530 5.851168 7.934573 -0.51 -0.57 -0.25
H -29.045620 7.862847 8.286944 -0.23 0.19 -0.04
H -27.614530 5.740885 9.662909 -0.34 -0.30 0.16
H -29.425244 6.149478 9.825257 0.12 -0.78 0.64
H -27.176540 8.099062 10.320165 0.11 0.22 0.19
H -27.966245 6.998014 11.521464 0.29 0.59 0.61
H -28.535052 8.918521 12.619046 0.21 -0.28 0.04
H -29.905039 9.837741 12.175336 -0.47 -0.29 -0.61
H -28.363727 10.258872 11.524043 0.24 -0.10 -0.62
C -28.853469 5.337331 3.054445 0.40 -0.42 -0.83
O -29.445011 4.211940 2.379076 0.69 -0.31 0.71
C -30.037446 3.266310 3.311005 -0.09 1.01 -0.84
C -30.318830 1.861544 2.698656 -0.36 1.04 0.34
N -31.112171 1.980057 1.452959 -0.21 0.47 1.13
C -31.368041 0.671697 0.867395 0.98 0.03 -1.42
C -32.225623 0.581950 -0.425610 1.01 1.42 0.03
O -31.523366 1.107148 -1.606381 0.09 -0.63 2.22
C -32.341327 1.204770 -2.740331 0.56 -0.60 0.21
H -29.559753 6.146190 3.241525 -0.18 -0.07 -0.10
H -28.031468 5.702064 2.438506 -0.31 0.17 -0.45
H -28.316546 5.116632 3.977002 -0.35 -0.56 0.37
H -30.956774 3.772005 3.606326 -0.55 -0.51 0.16
H -29.401554 3.295767 4.195816 0.13 -0.79 0.12
H -30.879908 1.329537 3.466940 -0.30 -0.05 0.00
H -29.416121 1.265489 2.564706 0.46 0.14 -0.15
H -30.478856 2.508232 0.869821 -0.31 0.11 -0.65
H -31.787093 -0.025134 1.593282 -0.09 0.20 0.14
H -30.374198 0.325040 0.584190 0.13 -0.95 -0.13
H -33.115188 1.194770 -0.279956 -0.36 -0.22 -0.03
H -32.447403 -0.474102 -0.579429 -0.25 -0.02 -0.16
H -33.028515 0.358891 -2.759209 -0.43 0.10 -0.15
H -31.643464 1.055909 -3.564304 -0.31 0.45 -0.35
H -32.850436 2.168509 -2.751399 -0.20 -0.04 -0.31
C -20.926554 9.284686 6.707313 0.05 0.88 -0.83
O -21.822209 9.069806 5.618095 0.07 -0.15 1.49
C -23.131429 8.721600 6.078733 0.67 0.16 -1.73
C -23.949836 8.632611 4.767326 -0.24 -1.99 0.84
N -23.741557 7.299056 4.121364 -0.18 1.02 -1.34
C -24.463693 7.324270 2.809949 0.73 -0.50 0.50
C -24.674762 5.908705 2.277729 1.12 -0.67 -0.81
O -23.490667 5.411767 1.559326 -0.17 1.57 0.60
C -23.587971 4.179836 0.920660 -1.23 -0.63 0.56
H -20.681426 8.421307 7.325857 0.06 -0.46 -0.41
H -21.281026 10.040089 7.408598 -0.48 0.21 0.04
H -20.067482 9.743758 6.218082 0.39 -0.41 0.33
H -23.469165 9.453346 6.812612 -0.31 0.37 -0.16
H -23.081349 7.770758 6.609297 -0.23 -0.35 -0.10
H -23.677366 9.381179 4.023349 0.17 0.21 0.41
H -25.016183 8.685006 4.987038 -0.28 0.54 0.13
H -24.182420 6.560067 4.650180 -0.24 0.20 0.41
H -23.920931 7.989879 2.138775 0.28 -0.37 -0.30
H -25.444233 7.797149 2.864845 -0.48 -0.05 0.43
H -25.539253 5.811728 1.620951 -0.06 0.33 -0.31
H -24.907577 5.260070 3.122224 0.18 -0.23 0.22
H -22.745668 3.961264 0.264270 0.09 0.45 0.16
H -24.517101 4.082908 0.359027 -0.14 0.23 -0.49
H -23.687127 3.385290 1.660216 0.32 -0.41 0.26
C -18.881625 6.255987 5.331473 -0.63 0.12 -0.30
O -19.686367 5.207285 5.867520 -0.08 0.45 0.07
C -20.951688 5.148560 5.235121 -0.48 -1.29 -1.02
C -20.909033 4.615454 3.797877 0.36 0.79 -0.47
N -20.556239 3.202598 3.689135 0.11 -0.23 0.05
C -20.301376 2.799004 2.311778 -0.05 -1.34 -0.37
C -19.877016 1.329613 2.101316 -0.47 0.27 0.46
O -18.526195 1.087097 2.384131 0.64 0.69 0.31
C -18.127449 -0.261537 2.466211 -0.23 0.13 0.55
H -19.520640 7.108949 5.103001 -0.05 0.29 0.13
H -18.443097 5.971316 4.375040 0.33 -0.17 0.04
H -18.114434 6.575456 6.036775 -0.07 -0.37 0.06
H -21.555101 6.055657 5.200895 0.56 0.65 0.22
H -21.583884 4.423602 5.747826 0.26 -0.13 0.60
H -20.171303 5.137825 3.188787 0.10 0.71 0.02
H -21.860438 4.869160 3.330372 -0.23 -0.38 -0.04
H -19.654280 3.155897 4.141238 0.14 -0.43 0.54
H -19.547240 3.388397 1.790247 0.03 0.51 -0.02
H -21.231221 2.817157 1.743306 -0.12 0.55 0.05
H -20.124397 1.125517 1.059563 0.18 -0.30 -0.30
H -20.490922 0.682780 2.728071 -0.27 -0.14 0.12
H -17.938691 -0.673654 1.474931 -0.11 -0.25 0.01
H -18.848768 -0.834418 3.048963 -0.48 -0.28 -0.39
H -17.241287 -0.349992 3.094682 0.33 0.42 -0.36
C -25.447399 4.450163 6.072801 -0.58 1.21 -0.84
O -25.884033 5.731004 5.508623 0.22 -1.51 -0.09
H -25.557976 3.694907 5.294687 -0.09 0.07 -0.03
H -24.388583 4.497278 6.327300 -0.06 -0.10 0.39
H -26.117156 4.212465 6.899265 0.37 -0.25 0.26
H -25.821115 6.382954 6.210479 0.08 0.51 0.34
C -23.607399 1.142637 4.241842 -1.70 -0.68 -0.54
O -22.741097 1.844632 5.005579 0.92 0.34 2.31
H -23.120449 0.591198 3.437544 -0.22 0.34 -0.61
H -24.159008 0.375916 4.785879 0.51 -0.31 0.72
H -24.453982 1.786936 4.004617 -0.07 0.11 -1.28
H -22.173382 2.427438 4.496026 0.70 0.06 -0.53
C -22.805438 2.149648 8.499819 0.40 0.21 -0.16
O -22.864525 2.628043 9.847402 -0.05 -0.35 -0.15
H -22.667582 2.983980 7.812089 0.02 0.04 -0.06
H -21.947100 1.486261 8.393640 -0.11 -0.11 -0.25
H -23.707640 1.619893 8.194060 -0.08 -0.02 0.32
H -22.027209 2.369754 10.239558 -0.12 0.16 0.23
C -27.206742 0.880365 5.191243 -0.19 1.26 -0.40
O -27.102335 0.094346 4.014105 0.07 -0.21 0.70
H -26.249380 1.275861 5.530544 0.33 -0.41 0.17
H -27.737302 1.787533 4.902002 -0.31 -0.08 0.00
H -27.747325 0.423898 6.020400 0.02 -0.28 -0.08
H -26.714777 -0.730290 4.316386 0.08 -0.27 -0.37
O -25.900034 7.677929 7.536910 1.46 0.13 -0.35
H -26.815475 7.457793 7.709345 -1.63 -0.33 0.47
H -25.839959 8.615443 7.720484 0.16 0.22 -0.06